1.
63
Properties=species:S:1:pos:R:3:forces:R:3 method="wB97M-V/def2-TZVPD" lumo_ev=0.3 orbital_gap_ev=10.17 smiles="O=C(I)C[Si@H](S)Cl.CCOP(=O)(OCC)OCC.CCOP(=O)(OCC)OCC"
I 5.3916 -0.6120 0.7910 0.0 0.0 -0.1
Cl 8.9188 -4.8087 2.9439 -0.2 0.0 0.0
S 5.9957 -4.7006 1.3111 -0.4 -0.3 0.5
P -3.7564 -1.6479 -3.3674 4.2 2.4 2.7
P 0.1579 2.2248 2.9565 -0.9 3.0 -4.5
Si 7.9514 -3.8892 1.3833 0.3 -0.1 -0.3
O 1.6230 1.6226 2.8017 -0.3 -0.9 1.6
O 6.4290 -1.4572 3.3976 -0.2 0.0 0.4
O -3.5166 -3.0906 -3.2037 -2.2 -0.6 -1.4
O -0.0759 2.0328 1.3705 0.2 -0.3 0.1
O -2.5541 -1.0550 -4.2873 -0.9 -0.2 -0.4
O -3.4008 -1.0150 -1.9260 -0.4 0.1 0.0
O 0.5409 3.8035 3.0389 0.4 -0.6 0.6
O -4.8313 -0.4939 -3.5945 -1.1 -1.4 -0.8
O -1.1812 2.0651 3.5464 1.0 -1.4 2.0
C -2.2055 2.9174 0.5826 0.1 0.2 -0.2
C -2.7822 -1.6934 -6.6475 -0.1 0.1 0.0
C -1.9938 -1.8118 -5.3588 0.4 -0.3 -0.2
C 2.6628 1.8103 3.7641 0.5 -0.1 0.4
C 1.1035 4.5086 5.3226 0.1 -0.1 -0.1
C 0.1485 4.6069 4.1499 -0.3 0.4 0.2
C 2.3954 1.0921 5.0741 -0.1 -0.2 -0.1
C -3.0430 -1.8429 -0.8206 0.2 -0.3 0.1
C -1.3580 1.6886 0.8479 -0.4 0.0 -0.1
C -5.3452 -0.1333 -4.8780 -0.3 0.2 -0.4
C -1.5547 -2.1307 -0.7970 0.2 0.2 0.1
C -6.2212 -1.2102 -5.4918 -0.1 0.0 0.2
C 8.0104 -2.0315 1.7061 0.0 0.5 0.0
C 6.7348 -1.4758 2.2615 0.2 0.0 -0.1
H -2.1694 3.6214 1.4134 -0.1 -0.2 0.1
H 2.8587 2.8741 3.9059 -0.3 0.1 0.0
H -2.8310 -0.6567 -6.9840 0.0 0.0 0.0
H -2.3098 -2.2803 -7.4360 0.0 0.0 0.0
H -5.9435 0.7630 -4.7156 0.1 0.0 0.2
H -1.8879 -2.8610 -5.0767 -0.1 0.0 0.2
H -3.2434 2.6364 0.4002 0.0 0.0 0.0
H -1.1651 -2.4127 -1.7746 -0.2 -0.2 0.0
H 1.1665 3.4849 5.6951 -0.1 0.0 0.1
H 0.1273 5.6356 3.7879 0.0 -0.1 -0.1
H 8.7849 -1.8119 2.4476 0.0 -0.2 0.0
H -4.5300 0.1658 -5.5380 0.2 -0.2 0.1
H -1.0074 -1.2379 -0.4893 0.0 0.0 0.0
H 8.2705 -1.4919 0.7947 -0.1 -0.2 -0.1
H -5.7565 -2.1966 -5.4198 0.0 0.0 -0.1
H -3.8031 -2.0572 -6.5201 0.0 -0.1 0.0
H -3.6256 -2.7633 -0.8256 0.0 0.0 -0.2
H 3.5656 1.3967 3.3154 -0.1 0.0 -0.2
H -1.8364 3.4456 -0.2982 0.0 0.0 0.0
H -1.3286 -2.9296 -0.0895 0.0 0.0 0.0
H 2.1072 4.8289 5.0393 0.0 0.0 0.0
H 2.5133 0.0157 4.9481 0.0 0.0 0.0
H 5.6672 -4.6305 0.0153 0.4 0.2 -0.1
H -0.9884 -1.4187 -5.5142 0.0 0.1 0.1
H 3.0975 1.4212 5.8400 0.0 0.0 0.0
H -6.4206 -0.9882 -6.5401 0.0 0.0 0.0
H -7.1768 -1.2674 -4.9704 0.0 0.0 0.0
H -0.8657 4.3579 4.4677 0.0 -0.2 -0.1
H -1.8652 0.9914 1.5144 0.0 0.1 0.1
H 8.7217 -4.1715 0.1648 0.0 0.0 -0.1
H 1.3756 1.2647 5.4275 0.1 0.1 0.1
H 0.7660 5.1462 6.1405 -0.1 0.0 0.0
H -1.1913 1.1568 -0.0900 0.2 0.0 0.0
H -3.3200 -1.3040 0.0869 -0.1 0.2 -0.1

2.
104
Properties=species:S:1:pos:R:3:forces:R:3 method="wB97M-V/def2-TZVPD" lumo_ev=-2.7 orbital_gap_ev=6.49 smiles="COCCCCCCCCN(S)C(=O)O.COP(=O)(OC)OC.COP(=O)(OC)OC.COP(=O)(OC)OC.COP(=O)(OC)OC"
S -6.3657 0.5146 1.8995 -0.2 0.7 0.8
P -1.4381 -0.7489 -6.8117 7.8 -1.9 -0.1
P -1.7513 7.0977 -1.3944 7.5 5.0 1.7
P 1.4456 -5.1076 4.5040 -3.1 -8.2 -4.0
P 5.9167 -1.5210 4.0220 7.1 -3.2 -1.7
O -2.0593 -1.8688 -7.9042 -2.3 1.9 1.5
O -1.0630 -1.9316 -5.7660 -0.5 0.5 0.2
O -1.3445 0.3837 -5.5925 -3.7 -0.6 -0.6
O 2.0252 -5.2626 2.9914 0.0 1.0 0.1
O 0.0663 -4.3556 3.8677 2.0 3.3 1.1
O -0.8065 5.7377 -1.6966 -3.7 -1.5 -1.3
O -2.8634 8.3335 -1.0740 -2.0 -2.7 -1.3
O 0.6708 -6.3489 4.9197 -0.1 0.8 1.3
O 5.3844 -2.5478 5.2458 -2.0 2.6 -0.7
O -0.8522 7.5604 -0.2601 -0.9 -0.6 0.5
O -1.3188 7.7645 -2.8088 -0.6 -0.9 -0.1
O 6.0549 -0.1958 3.0224 -3.1 0.5 2.2
O -5.2032 -2.0454 1.5058 -0.8 -1.1 1.9
O 0.6607 -1.1578 -0.3284 -0.9 -0.6 0.0
O -3.8797 -1.6813 -0.1949 -0.5 0.7 -0.3
O 2.8836 -5.7739 5.1088 0.2 3.0 0.9
O 7.1024 -0.9527 4.9736 -0.5 0.4 -0.2
O -0.2582 -0.3115 -7.6449 -1.4 0.4 -0.1
O 6.3954 -2.5951 3.0756 -1.3 0.5 0.2
N -5.1476 0.1110 0.7345 -1.4 -1.0 -0.6
C -2.3596 -1.3934 -9.2199 0.0 -0.1 -0.4
C 4.4204 -3.5434 4.8842 0.1 -0.1 0.2
C -0.3421 -0.7127 -1.2239 0.4 1.4 -1.2
C -3.8882 2.6770 -0.6648 0.5 -0.7 0.2
C 2.8953 -6.1597 6.4836 0.2 -0.3 0.1
C -4.8071 -1.2493 0.7408 1.1 0.3 -1.2
C -0.6503 0.8263 -1.0920 -0.3 -0.8 0.2
C -1.5612 2.6592 0.5343 -0.7 -0.7 0.9
C 0.1375 -1.7809 0.8410 0.7 0.3 1.1
C -0.3125 -3.0563 -6.2118 -0.1 -0.5 -0.1
C -1.0112 1.2117 0.3662 0.8 0.4 -0.6
C -1.0641 9.1632 -2.8812 -0.3 0.5 -0.2
C 7.0998 -0.1992 2.0612 0.3 -0.4 -0.5
C -5.4699 0.6301 -0.6205 1.8 0.8 -1.3
C -3.4167 8.3840 0.2429 -0.2 0.3 0.2
C -3.1205 2.6831 0.6963 0.5 1.1 -0.4
C -0.9545 -5.1720 3.3039 -0.3 -0.5 0.2
C 7.9721 -1.8637 5.6352 0.0 -0.2 0.5
C 2.6877 -6.4615 2.6014 0.6 -0.1 -0.1
C -4.1431 1.2359 -1.2219 -0.3 0.2 0.9
C 0.5945 5.8311 -1.4832 0.4 0.1 0.4
C -0.0542 0.8484 -5.2210 0.7 0.3 -0.2
H -3.2418 3.2040 -1.3928 -0.5 0.0 0.3
H 0.7148 -2.6897 1.1019 -0.3 0.3 -0.5
H -4.1358 1.1964 -2.3260 -0.1 0.1 0.5
H 0.2850 1.6069 -5.9254 0.1 -0.2 -0.1
H -0.1323 1.3063 -4.2340 -0.4 -0.1 0.0
H -0.9866 -3.8472 -6.5411 0.1 0.0 -0.1
H -6.9997 -0.6305 2.2740 0.5 0.0 -0.7
H 7.2466 0.8317 1.7382 -0.2 0.1 0.2
H -1.4566 -1.4210 -9.8289 0.0 0.1 0.1
H 0.3041 -1.0877 1.6938 -0.4 -0.3 -0.3
H 2.2956 -7.3289 3.1345 -0.1 0.1 0.1
H 2.3215 -5.4659 7.0966 0.0 -0.1 0.1
H 3.7597 -6.3694 2.7758 0.0 -0.1 0.0
H -4.2207 -1.5476 -1.0927 0.3 0.2 0.1
H -3.5872 7.3855 0.6412 0.0 0.1 0.1
H -3.0995 -2.0603 -9.6612 0.0 0.0 0.2
H 0.0735 -0.8397 -2.2459 -0.2 -0.2 0.4
H 0.2078 1.4156 -1.4690 -0.3 -0.3 0.3
H -1.5825 -4.5355 2.6789 0.2 0.3 0.1
H 8.0299 -0.5774 2.4849 -0.1 -0.1 0.0
H -0.6695 9.5492 -1.9403 -0.1 -0.1 0.1
H -1.5715 -5.5903 4.0975 0.1 -0.1 -0.1
H 8.1118 -2.7787 5.0572 -0.1 0.0 -0.1
H -3.3198 0.6139 -0.8369 -0.3 0.1 -0.5
H 2.5202 -6.5992 1.5329 -0.1 0.2 0.0
H -4.3657 8.9170 0.1926 0.0 -0.1 -0.2
H 3.9309 -6.1689 6.8255 0.0 0.1 -0.1
H 8.9383 -1.3729 5.7551 -0.1 0.1 -0.1
H 0.9926 6.7742 -1.8565 -0.1 0.0 0.1
H 0.8188 5.7198 -0.4234 0.0 0.2 0.0
H 3.7122 -3.1601 4.1488 0.0 -0.2 -0.1
H 2.4866 -7.1642 6.5812 -0.2 0.1 0.0
H 1.0608 5.0063 -2.0241 -0.3 -0.1 -0.1
H 6.8097 -0.7942 1.1961 0.1 -0.1 0.1
H -1.9771 9.6951 -3.1488 0.0 0.1 0.1
H -1.1611 3.0493 1.4901 -0.1 -0.1 -0.5
H -5.8350 -0.1429 -1.3248 -0.2 0.1 0.6
H -3.4395 1.8934 1.3933 0.1 0.2 -0.4
H -0.9350 -2.0306 0.7840 0.4 0.1 -0.2
H -4.8364 3.2253 -0.5167 0.3 -0.2 -0.4
H -1.2826 -1.2931 -1.1853 0.4 0.1 0.4
H -1.7039 0.4528 0.7737 0.1 0.4 0.0
H 0.3717 -2.7893 -7.0185 -0.1 0.1 0.0
H -3.3540 3.6468 1.1967 0.0 -0.4 -0.2
H -1.2248 3.3500 -0.2618 -0.2 -0.4 0.2
H 0.2683 -3.4242 -5.3656 -0.1 0.2 0.1
H -0.0707 1.1370 0.9463 -0.5 -0.1 -0.2
H 4.9325 -4.4172 4.4874 0.0 0.1 -0.1
H -0.3245 9.3249 -3.6659 0.0 -0.2 0.0
H -0.5359 -5.9692 2.6897 0.1 0.0 0.1
H -2.7415 8.9332 0.8976 0.1 -0.2 0.0
H -2.7586 -0.3815 -9.1960 0.0 0.0 -0.1
H -1.4968 1.0324 -1.7796 0.4 0.0 0.3
H -6.1848 1.4623 -0.5823 0.0 -0.6 0.3
H 7.5788 -2.1035 6.6234 0.0 -0.1 0.0
H 3.8864 -3.8356 5.7823 0.2 0.3 0.1
H 0.6667 0.0324 -5.1728 -0.1 0.0 -0.1

3.
12
Properties=species:S:1:pos:R:3:forces:R:3 method="wB97M-V/def2-TZVPD" lumo_ev=0.0 orbital_gap_ev=8.91
O 0.4589 -1.1342 -0.7461 -0.1 0.5 0.2
O 0.9186 1.8855 0.9933 -0.6 0.3 -0.2
C -1.0191 0.9338 -0.1150 -0.1 -0.9 0.0
C -0.6913 -1.2741 -0.0801 -0.4 1.2 0.3
C 0.3690 1.0510 0.2930 0.2 -0.2 0.0
C 1.2355 -0.1363 -0.0571 0.1 -0.4 -0.2
H -1.4090 -1.9371 -0.5918 0.2 0.8 0.2
H -1.6712 1.7553 0.2488 0.2 -1.1 0.3
H -0.6139 -1.3937 0.9908 0.0 -0.1 0.2
H -1.2801 0.6343 -1.1124 0.4 0.3 -0.6
H 2.0485 0.1743 -0.7018 0.2 -0.1 0.0
H 1.6127 -0.5117 0.9005 0.1 -0.2 -0.2

4.
45
Properties=species:S:1:pos:R:3:forces:R:3 method="wB97M-V/def2-TZVPD" lumo_ev=0.1 orbital_gap_ev=9.96 smiles=OCCNCO.O.O.O.O.O.O.O.O.O.O
O -0.4478 0.1691 -3.8199 -0.1 -0.1 0.6
O -0.9151 2.1454 2.6066 -0.1 0.7 0.7
O 1.3245 -0.8416 -2.0927 0.1 -0.5 -0.1
O -1.7321 -1.9160 -0.3769 -0.7 0.8 2.6
O 2.3629 -0.6925 3.0804 -2.4 -0.3 0.5
O -2.5982 -1.0777 -2.7681 -1.3 -1.8 -1.3
O 0.5019 -3.1736 -1.0431 -1.1 -2.6 1.3
O -0.5143 2.3486 -2.2518 3.8 -1.7 -0.9
O 1.2511 3.8034 -0.8673 -0.5 -1.9 4.2
O -1.1713 -1.7751 2.2345 0.3 0.7 -0.4
O 1.2796 -2.5286 1.4508 0.6 0.3 0.2
O -0.0756 -0.0173 3.9379 1.8 -1.5 2.3
N 0.2173 0.4421 -0.4696 0.5 -0.2 -0.1
C 0.3600 1.1247 0.8238 0.5 0.5 0.5
C -1.0331 1.5780 1.3197 0.1 -1.2 0.5
C 1.5402 0.0090 -0.9876 -0.3 -0.8 -0.4
H 0.6920 3.2949 -1.4090 -1.3 -1.0 -1.3
H 0.4021 -2.3223 1.8308 0.5 0.0 0.0
H 1.0506 2.0439 0.7105 -1.1 -1.3 0.0
H 1.5195 -0.3763 3.5771 1.0 -0.6 -0.9
H 3.0212 -0.1103 3.3759 1.6 1.1 0.5
H -1.3396 2.6934 -2.1720 -3.8 1.5 0.5
H -1.8510 -0.6329 -3.1803 0.4 0.1 -0.4
H -2.1596 -1.6176 -1.1558 -1.0 0.6 -1.6
H -0.1652 0.3464 -4.7097 0.1 0.4 -0.5
H 1.9269 -1.9319 1.9066 -0.7 -0.6 -0.2
H 1.6214 4.4131 -1.3974 2.1 3.4 -2.8
H -0.5393 -0.6502 3.4247 -0.8 -1.5 -0.9
H -2.8505 -1.8079 -3.4239 0.5 1.6 1.5
H -0.4722 1.0019 -3.2875 0.0 0.3 -0.7
H -1.7248 0.6857 1.5277 0.9 1.2 -0.8
H 0.8684 0.4704 1.5914 -0.7 0.6 -0.7
H 2.1621 -0.5949 -0.2347 -0.9 1.0 -0.9
H -0.3994 0.7755 3.6093 -0.9 3.0 -0.8
H -1.0238 -2.4730 -0.6523 1.7 -1.5 -0.7
H -1.3956 -1.6775 1.2740 -0.5 -0.4 0.3
H -0.3395 1.6471 -1.5529 -0.2 -0.3 0.6
H -1.5030 2.3048 0.6535 0.0 -0.3 -0.2
H 0.9567 -3.1182 -0.1846 0.1 0.0 0.2
H 2.0781 0.8672 -1.3979 0.2 0.3 0.8
H -0.4145 -0.3943 -0.4179 0.8 0.8 0.2
H -1.6652 -2.4879 2.6162 -0.6 -0.6 0.0
H 0.7632 -0.4566 -2.8056 0.4 0.0 0.6
H 0.8101 -2.4402 -1.5052 1.1 2.2 -1.7
H -0.3792 2.9498 2.6119 -0.1 -0.2 -0.3

5.
25
Properties=species:S:1:pos:R:3:forces:R:3 method="wB97M-V/def2-TZVPD" total_charge=-1 lumo_ev="2.9 / 2.9" orbital_gap_ev="7.26 / 7.34" spin_multiplicity=5
Ho 1.3888 -0.4084 -0.5303 0.4 -1.4 3.2
Cl 1.4592 1.0717 1.6708 -0.4 -0.2 0.1
Cl 1.8364 -2.8643 -0.7050 -0.3 -1.3 0.1
O -1.0084 -0.3077 0.3406 0.8 -2.8 3.2
C -2.2484 -0.1188 -3.1176 0.0 -0.3 0.5
C -1.0113 -0.5775 -3.8907 1.0 0.7 0.1
C 0.4344 0.6109 -2.0335 -1.2 -1.1 -3.5
C -0.5807 1.3856 -1.7972 -3.1 2.3 2.6
C 3.4970 -0.1177 -0.7996 0.9 3.1 -4.9
C -2.0528 1.1665 -2.2131 0.2 -0.9 -2.1
C 0.2220 -0.7657 -2.9733 -0.2 0.1 0.2
H 0.1123 -1.8637 -2.5541 0.4 2.4 0.2
H 1.2095 -0.7756 -3.4804 -0.8 -0.3 -0.4
H 3.9561 0.9004 -0.9294 1.1 -0.9 0.9
H -2.6445 0.9934 -1.3448 -0.3 0.0 1.0
H 3.7779 -0.6632 -1.7897 0.4 0.3 1.6
H -0.5842 2.0974 -0.7922 0.6 -1.1 -2.8
H -0.4548 0.0126 1.1602 -1.2 0.0 -1.5
H -3.0835 0.0337 -3.8302 0.3 -0.1 0.4
H 2.6269 0.8278 -1.9213 0.7 -1.8 1.9
H -2.6052 1.9705 -2.7551 1.0 0.1 0.4
H -1.1308 -1.2984 0.6196 0.0 2.5 -0.9
H -2.5239 -0.9744 -2.4705 -0.1 0.4 -0.1
H -0.7307 0.1915 -4.5925 0.0 0.6 -0.4
H -1.2052 -1.4507 -4.5159 -0.2 -0.2 0.3

For reference, energy above the lowest of the compared OMol25 structures with the same formula, charge and spin by record: 0.0; 0.0; 79.2; 60.3; 111.3 kcal per mole.
For reference, molar mass by record: 630.875; 795.649; 86.090; 271.260; 350.024 g/mol.
For reference, E by record: -91416.5934; -112113.4260; -8337.0272; -29642.6780; -60374.7710 eV.